1.
This record from the Open Molecules 2025 dataset describes a structure of composition C27H36FeNP3. The level of theory is wB97M-V/def2-TZVPD.

Last column: Löwdin spin population.
Geometry (Å):
1 C 1.01870 0.89860 -2.87236  0.0320
2 H -0.55309 2.17737 3.66628  0.0022
3 H -4.77277 1.78320 0.19980  0.0019
4 H 4.24560 -1.07061 2.61257  0.0001
5 H -0.71622 -0.73588 3.63487  0.0041
6 C 1.49341 -0.52430 -2.61850  0.0169
7 H 0.44016 4.20811 -0.92815  0.0006
8 C 1.42963 0.84021 2.29762  0.0146
9 C -3.23558 -0.25203 -1.39778  0.0222
10 P -2.56591 1.29252 -0.59983  0.0755
11 H -4.67758 -2.09837 0.01062  0.0023
12 H -0.38414 3.61297 -2.40033  -0.0001
13 H 3.14611 -0.39411 -3.97266  0.0025
14 H -1.46944 -4.89147 0.77073  0.0031
15 H -4.32895 -0.17738 -1.33595  0.0027
16 C 2.42905 -3.11154 -2.04573  0.0383
17 H 1.38837 3.94231 -2.43634  0.0032
18 C -1.16440 1.99435 2.77292  0.0170
19 C -1.82464 -3.93239 0.38981  0.0373
20 H -3.92835 0.65669 1.31691  0.0001
21 H -2.91354 -0.20659 -2.45163  0.0004
22 C -2.98065 2.58906 -1.80701  0.0189
23 H -3.53246 2.39818 1.33597  0.0002
24 C 1.93329 2.05583 2.79126  0.0072
25 H 3.62218 3.09751 3.60733  -0.0001
26 H -4.04262 2.84884 -1.69845  0.0031
27 H -2.36252 3.47478 -1.60846  0.0009
28 C -3.81846 1.55491 0.69531  0.0087
29 H 3.17069 2.71488 -1.34043  0.0032
30 H 2.79395 -4.11251 -1.80780  0.0026
31 C 4.08392 1.01382 3.18559  0.0068
32 C -0.87784 -0.82645 2.55093  0.0231
33 C -1.36068 -1.85009 -0.73758  0.0602
34 C 3.59805 -0.19043 2.66062  -0.0004
35 H -2.15906 1.63409 3.07067  0.0003
36 H -3.81809 -4.10961 1.20764  0.0001
37 H 1.28596 2.93661 2.85135  0.0004
38 H -1.26547 2.93013 2.20180  0.0016
39 H -0.30154 -1.67394 2.15710  0.0017
40 H 5.10777 1.06710 3.55523  0.0004
41 H 2.68793 2.18976 0.30931  0.0005
42 H 1.90510 -1.21968 1.79259  0.0031
43 H 0.38252 -4.58966 -1.11600  0.0050
44 C -2.74329 -1.51218 -0.70741  0.0238
45 C 0.77931 -1.36313 -1.71903  0.0641
46 H 4.06476 -2.62955 -3.37026  -0.0002
47 C 2.63312 -1.02411 -3.24391  0.0446
48 H 1.73242 1.44191 -3.50613  0.0056
49 C 3.25527 2.14304 3.22908  -0.0002
50 P -0.34131 0.72336 1.75858  0.0901
51 C 3.13049 -2.28952 -2.92198  0.0129
52 H 1.08070 -3.97618 0.50983  0.1173
53 Fe -0.56639 0.66383 -0.36859  3.1188
54 H 0.02313 0.92345 -3.34775  0.0011
55 P 0.90196 1.88650 -1.28868  0.1118
56 C 2.63635 1.95034 -0.75923  0.0238
57 C 2.27842 -0.27764 2.20281  0.0087
58 N -0.38728 -0.88859 -1.08606  0.2279
59 H -1.94160 -1.00284 2.34205  0.0005
60 C -3.61565 -2.35651 -0.02585  0.0424
61 C -3.13666 -3.51550 0.59780  0.0167
62 H 1.51000 -4.20661 1.21479  0.2558
63 C 0.43313 -3.60511 -0.62822  0.3445
64 C 0.54944 3.58192 -1.82531  0.0181
65 C -0.92707 -3.12593 -0.32926  0.0249
66 H 3.10081 0.96891 -0.90902  0.0000
67 C 1.22127 -2.68108 -1.46435  0.0228
68 H -2.77973 2.22645 -2.82374  0.0000

Calculated values
* expectation value of S²: 8.79
* highest occupied orbital energy (alpha / beta): -9.041 / -10.471 eV
* multiplicity: 6
* energy relative to the best compared isomer or geometry (same formula, charge and spin): 28.8 kcal per mole
* charge: +1

---

2.
This record from the Open Molecules 2025 dataset describes a cluster of 9 separate species, C30H60Cl6O12 in total. The level of theory is wB97M-V/def2-TZVPD.

Last column: Mulliken charge in e.
Geometry (Å):
1 H -2.46792 -0.34738 0.55730  0.4802
2 C -7.81377 -3.85357 0.92459  -1.0424
3 H 2.55307 6.03803 -0.19775  0.2326
4 H 1.67796 -3.28783 -1.50854  -0.2047
5 H -6.12101 1.23519 -2.08436  0.3023
6 C -6.44082 -3.19734 0.92684  0.7742
7 H 2.30552 6.08477 -2.57256  0.3417
8 H 0.22948 -2.53336 2.07899  -0.4419
9 Cl 0.05522 5.02649 -2.67126  -0.1358
10 C -0.08097 -1.61302 -3.74443  0.1256
11 H -7.79041 -4.71378 0.25778  0.3047
12 H -5.19615 0.78023 -0.49332  0.1150
13 H 0.00548 -0.64035 -3.29753  0.3161
14 C -1.86498 3.60807 0.50822  -0.0237
15 O -5.44343 -4.08547 0.68416  -0.4153
16 O 1.69120 2.77317 3.26528  -0.5976
17 H -6.72000 1.67960 -0.50027  0.2935
18 H 2.63085 -5.78001 -0.87811  0.4161
19 H -2.23708 -0.06611 -1.13774  0.2702
20 H -8.03673 -4.00449 1.97049  0.2815
21 Cl 2.43979 3.79415 -0.73277  -0.0889
22 H 6.27653 -3.18147 -1.00024  0.2293
23 H 2.46513 5.24169 4.32557  0.3256
24 O 3.53149 3.97665 3.19404  -0.3437
25 H -3.42875 -0.15344 -6.17078  0.3362
26 C 2.81414 5.21080 3.25288  0.0079
27 C -2.05406 -0.80201 -4.74227  0.7814
28 C 1.37263 5.96766 -1.98991  -0.6110
29 C -2.97770 3.92564 -0.47709  -0.3969
30 H -0.31401 -2.36638 -3.05631  0.1859
31 C -3.15483 -1.07772 -5.71452  -1.0608
32 H 3.73424 6.04260 1.54268  0.0905
33 H 1.74503 -0.09516 1.04532  0.0150
34 C -3.07393 -4.46928 0.93870  -0.9090
35 O -1.09117 -1.67756 -4.77788  -0.3493
36 H 1.22810 -2.98929 -4.83571  0.3053
37 H -3.10428 -4.57721 2.00225  0.3387
38 H -3.99675 -1.54818 -5.17688  0.2484
39 H 2.60355 -4.19756 -2.63283  0.4355
40 H -3.45654 4.87012 -0.39697  0.4618
41 H -4.06826 -3.21982 -0.52137  0.3049
42 C 3.62338 6.29887 2.62926  -1.0055
43 H 3.18615 0.73550 -1.02956  0.7334
44 O 1.76547 -4.73070 0.57384  -0.4122
45 C 0.57226 -0.21919 4.90806  0.1896
46 C -5.79177 1.51425 -1.02902  -0.7414
47 O -2.18589 0.01677 -3.86970  -0.5556
48 C 2.70215 -4.80846 -0.49457  -0.6545
49 H 0.06406 -4.27727 2.33922  0.2124
50 H 1.32197 -1.19316 -5.31976  0.3629
51 C -4.11491 -3.52174 0.50688  -0.1276
52 H 1.04802 -0.90010 4.23369  -0.0327
53 C 2.59862 -3.83515 -1.61837  0.0397
54 H -4.09730 -2.61321 1.09334  0.3438
55 H 1.63369 1.67096 0.56449  -0.5964
56 C 5.76319 -1.29970 -0.33035  0.1718
57 H -0.96854 4.16025 0.39960  -0.2718
58 C 2.90518 2.83604 3.06611  0.7368
59 H 3.41761 -3.05783 -1.52635  -0.1457
60 C 1.70699 5.47142 -0.60823  -0.4184
61 H -2.25314 3.70706 1.53196  0.3119
62 H 3.64870 -4.71675 -0.00845  0.3141
63 H 3.29297 1.10344 1.93203  -0.0818
64 H 1.21661 -3.31126 3.35899  0.3958
65 C 1.50094 0.60455 0.26593  0.8113
66 H 4.95792 -1.14190 -1.09380  -0.0241
67 Cl 6.28027 0.25673 0.34195  -0.2074
68 C 1.23364 -1.95435 -4.48679  -1.2949
69 C -0.78520 0.21623 4.32729  -0.4485
70 O 0.04724 0.47114 0.04454  -0.0552
71 H 5.14500 -1.72635 0.49712  0.0084
72 H -3.25492 -5.49529 0.58833  0.3669
73 O 2.85369 -2.90409 1.27296  -0.5549
74 C -1.89566 -0.66274 -0.30935  -0.8608
75 H -1.64692 2.51141 0.34332  -0.0026
76 H 0.88518 5.50360 0.11326  0.2493
77 C 6.78522 -2.22863 -0.83282  -0.3415
78 H 1.79350 0.64271 -1.93006  0.3793
79 H 4.05786 1.09755 3.50081  0.3707
80 Cl 7.57973 -1.69149 -2.27491  -0.1936
81 H -2.22429 -1.67993 -0.56343  -0.0123
82 H 4.55181 6.41068 3.13931  0.3577
83 C -4.98600 2.81079 -1.23268  0.6008
84 H 1.93251 5.02207 2.64674  0.0631
85 C 1.94082 -3.67865 1.43011  0.7115
86 O -3.99238 2.89268 -0.32512  -0.2352
87 O -6.21557 -2.03537 1.20946  -0.5816
88 O -5.24127 3.65894 -2.00701  -0.5616
89 H 3.10990 7.28560 2.57286  0.3602
90 H -8.55564 -3.09929 0.64360  0.3350
91 H -2.58087 4.00296 -1.52651  0.1560
92 H 7.59196 -2.44999 -0.13382  0.3654
93 C 3.79036 1.71743 2.65149  -0.4101
94 C 2.27463 0.22172 -1.02351  -0.7242
95 H 4.80806 1.99654 2.26537  0.2234
96 H -2.83779 -1.82537 -6.48754  0.2933
97 H 2.12274 -1.88579 -3.87534  0.2887
98 Cl 0.33755 -1.01315 6.43871  -0.2102
99 H 2.35508 -0.83664 -1.25626  -0.3497
100 C 0.82955 -3.45637 2.35635  -0.1828
101 C -0.43138 -0.74026 -0.18262  0.1848
102 O 0.19681 -1.74542 -0.39211  -0.3278
103 H -1.50637 0.58770 4.99227  0.5656
104 H -0.68191 1.04780 3.65823  -0.0296
105 H -2.08694 -4.07985 0.65674  0.0807
106 H 1.11831 0.69293 5.04662  0.0971
107 H 1.02349 6.98497 -2.06105  0.3995
108 Cl -1.66202 -1.11292 3.52455  -0.1279

Calculated values
* highest occupied orbital energy: -10.017 eV
* structure (SMILES): CCOC(C)=O.CCOC(C)=O.CCOC(C)=O.CCOC(C)=O.CCOC(C)=O.CCOC(C)=O.ClCCCl.ClCCCl.ClCCCl
* multiplicity: 1
* charge: 0

---

3.
This record from the Open Molecules 2025 dataset describes an isolated molecule of C4H5ClOS. The level of theory is wB97M-V/def2-TZVPD.

Last column: Mulliken charge in e.
Geometry (Å):
1 S -0.61551 2.68710 -1.14353  -0.3229
2 H 1.01658 -1.56727 0.44337  0.3600
3 C 0.85138 0.47050 -0.12190  0.0864
4 H -0.72712 -0.42672 1.66162  0.2714
5 C -0.40041 1.27780 -0.51933  0.2875
6 H 1.32301 0.64036 0.89447  0.2396
7 O -1.46898 0.56079 -0.11533  -0.3304
8 C -0.96388 -0.64722 0.62517  -0.3470
9 C 0.30348 -0.90415 -0.04559  -0.6634
10 H -1.74188 -1.42659 0.49506  0.2917
11 Cl 2.32909 0.67384 -1.18647  -0.1816
12 H 0.09423 -1.33844 -0.98755  0.3088

Calculated values
* highest occupied orbital energy: -8.961 eV
* structure (SMILES): S=C1OCC[C@H]1Cl
* multiplicity: 1
* energy relative to the best compared isomer or geometry (same formula, charge and spin): 10.4 kcal per mole
* charge: 0

---

Number 1: calculated total energy -92319.1630 eV. Number 2: calculated total energy -131788.2876 eV. Number 3: calculated total energy -29633.2559 eV.